No. 1
C5H8O2 | the ωB97M-V functional and the def2-TZVPD basis

Each atom is followed by the atoms it is bonded to, with distances in Å.
CARTESIAN COORDINATES (ANGSTROEM)
1 C 1.85 -0.14 0.64  C2 1.495, H8 1.096, H9 1.095, H10 1.094
2 C 0.57 0.17 -0.08  C1 1.495, C3 1.510, C4 1.491, O7 1.430
3 C -0.14 -0.79 -1.00  C2 1.510, C4 1.508, H11 1.089, H12 1.087
4 C -0.86 -0.15 0.16  C2 1.491, C3 1.508, O5 1.379, C6 1.529
5 O -1.43 -0.83 1.22  C4 1.379, H13 0.966
6 C -1.14 1.29 -0.26  C4 1.529, O7 1.451, H14 1.097, H15 1.093
7 O 0.28 1.51 -0.47  C2 1.430, C6 1.451
8 H 2.71 0.02 -0.02  C1 1.096
9 H 1.85 -1.19 0.95  C1 1.095
10 H 1.96 0.48 1.53  C1 1.094
11 H -0.38 -0.49 -2.01  C3 1.089
12 H 0.11 -1.84 -0.86  C3 1.087
13 H -2.13 -1.40 0.88  O5 0.966
14 H -1.71 1.41 -1.19  C6 1.097
15 H -1.54 1.96 0.50  C6 1.093

Atomic partial charges in e from the natural (NBO) method, atoms 1 to 6:
1. C -0.63
2. C 0.25
3. C -0.47
4. C 0.18
5. O -0.68
6. C -0.08



No. 2
C5H8O2 | the ωB97M-V functional and the def2-TZVPD basis

Each atom is followed by the atoms it is bonded to, with distances in Å.
CARTESIAN COORDINATES (ANGSTROEM)
1 C 2.51 -0.25 0.51  C2 1.331, H8 1.080, H9 1.082
2 C 1.38 -0.44 1.18  C1 1.331, C3 1.514, H10 1.083
3 C 0.32 0.63 1.33  C2 1.514, C4 1.508, H11 1.092, H12 1.095
4 C -0.36 1.03 0.04  C3 1.508, C5 1.519, H13 1.090, H14 1.097
5 C -1.00 -0.14 -0.69  C4 1.519, O6 1.202, O7 1.351
6 O -0.70 -1.30 -0.61  C5 1.202
7 O -1.97 0.28 -1.54  C5 1.351, H15 0.972
8 H 2.93 0.73 0.34  C1 1.080
9 H 2.95 -1.13 0.07  C1 1.082
10 H 1.10 -1.38 1.64  C2 1.083
11 H -0.43 0.28 2.04  C3 1.092
12 H 0.70 1.51 1.86  C3 1.095
13 H -1.18 1.75 0.11  C4 1.090
14 H 0.35 1.37 -0.72  C4 1.097
15 H -2.26 -0.51 -2.02  O7 0.972

Atomic partial charges in e from the natural (NBO) method, atoms 1 to 6:
1. C -0.43
2. C -0.14
3. C -0.46
4. C -0.50
5. C 0.80
6. O -0.60



No. 3
C5H8O2S | the ωB97M-V functional and the def2-TZVPD basis

Each atom is followed by the atoms it is bonded to, with distances in Å.
CARTESIAN COORDINATES (ANGSTROEM)
1 C -2.98 -0.76 0.08  C2 1.540, H6 1.059, H7 1.104, H8 1.038
2 C -1.85 0.28 0.19  C1 1.540, C3 1.343, H9 0.992
3 C -0.80 0.16 1.01  C2 1.343, S4 1.742, H10 0.984
4 S 0.65 1.12 0.93  C3 1.742, O5 1.676
5 O 0.45 1.83 -0.58  S4 1.676, H11 0.950
6 H -2.94 -1.48 0.85  C1 1.059
7 H -4.02 -0.45 0.27  C1 1.104
8 H -3.04 -1.15 -0.89  C1 1.038
9 H -1.85 1.09 -0.38  C2 0.992
10 H -0.79 -0.64 1.60  C3 0.984
11 H 0.63 1.06 -1.09  O5 0.950
12 C 3.53 0.24 -0.60  C13 1.300, H15 0.984, H16 1.053
13 C 2.89 -0.70 0.03  C12 1.300, O14 1.150
14 O 2.50 -1.76 0.22  C13 1.150
15 H 4.16 -0.11 -1.26  C12 0.984
16 H 3.45 1.27 -0.37  C12 1.053

Atomic partial charges in e from the natural (NBO) method, atoms 1 to 6:
1. C -0.64
2. C -0.17
3. C -0.41
4. S 0.55
5. O -0.81
6. H 0.21



No. 4
C5H8O2S | the ωB97M-V functional and the def2-TZVPD basis

Each atom is followed by the atoms it is bonded to, with distances in Å.
CARTESIAN COORDINATES (ANGSTROEM)
1 C -2.37 0.29 0.10  C2 1.551, O6 1.205, O7 1.290
2 C -1.97 -1.17 -0.23  C1 1.551, C3 1.509, H9 1.089, H10 1.092
3 C -0.47 -1.28 -0.18  C2 1.509, S8 1.839, H11 1.089, H12 1.088
4 C 1.58 0.40 0.25  C5 1.490, S8 1.629, H13 1.079
5 C 2.60 1.47 0.05  C4 1.490, H14 1.090, H15 1.087, H16 1.091
6 O -3.48 0.58 0.45  C1 1.205
7 O -1.40 1.13 -0.07  C1 1.290, S8 1.956
8 S 0.26 0.32 -0.70  C3 1.839, C4 1.629, O7 1.956
9 H -2.46 -1.84 0.47  C2 1.089
10 H -2.36 -1.38 -1.23  C2 1.092
11 H -0.11 -1.48 0.83  C3 1.089
12 H -0.07 -2.04 -0.86  C3 1.088
13 H 1.65 -0.22 1.14  C4 1.079
14 H 2.83 1.97 0.99  C5 1.090
15 H 2.24 2.20 -0.66  C5 1.087
16 H 3.53 1.04 -0.33  C5 1.091

Atomic partial charges in e from the natural (NBO) method, atoms 1 to 6:
1. C 0.78
2. C -0.55
3. C -0.53
4. C -0.52
5. C -0.64
6. O -0.61



No. 5
C5H8O2S | the ωB97M-V functional and the def2-TZVPD basis

Each atom is followed by the atoms it is bonded to, with distances in Å.
CARTESIAN COORDINATES (ANGSTROEM)
1 C 1.27 -2.42 1.08  O6 1.250, S8 1.575
2 C 0.64 -0.75 -0.49  C3 1.567, O6 1.465, H9 1.108, H10 1.136
3 C 0.00 0.58 0.04  C2 1.567, C4 1.590, C5 1.547, O7 1.335
4 C -0.25 1.43 -1.28  C3 1.590, H11 1.058, H12 1.062, H13 1.102
5 C -1.33 0.39 0.82  C3 1.547, H14 1.052, H15 1.073, H16 1.111
6 O 0.39 -1.95 0.31  C1 1.250, C2 1.465
7 O 0.84 1.23 0.84  C3 1.335
8 S 2.46 -2.75 2.06  C1 1.575
9 H 0.09 -1.14 -1.36  C2 1.108
10 H 1.71 -0.37 -0.52  C2 1.136
11 H 0.76 1.54 -1.57  C4 1.058
12 H -0.62 2.38 -0.96  C4 1.062
13 H -0.98 0.90 -1.91  C4 1.102
14 H -1.37 1.10 1.60  C5 1.052
15 H -1.39 -0.61 1.20  C5 1.073
16 H -2.20 0.45 0.14  C5 1.111

Atomic partial charges in e from the natural (NBO) method, atoms 1 to 6:
1. C 0.15
2. C -0.13
3. C 0.17
4. C -0.57
5. C -0.62
6. O -0.47



No. 6
C5H8O2S2 | the ωB97M-V functional and the def2-TZVPD basis

Each atom is followed by the atoms it is bonded to, with distances in Å.
CARTESIAN COORDINATES (ANGSTROEM)
1 C -0.77 -1.15 0.18  C2 1.599, C3 1.523, H10 1.084, H11 1.145
2 C 0.48 -1.20 -0.82  C1 1.599, C4 1.518, H12 1.081, H13 1.029
3 C -0.49 -0.86 1.65  C1 1.523, O7 1.534, H14 1.106, H15 1.111
4 C 0.68 0.10 -1.58  C2 1.518, S9 1.703, H16 1.140
5 C -0.38 1.59 1.82  O7 1.300, S8 1.622
6 O 1.52 2.46 -2.16  S9 1.691, H17 0.961
7 O 0.26 0.46 1.88  C3 1.534, C5 1.300
8 S -1.94 2.01 1.68  C5 1.622
9 S 0.86 1.63 -0.85  C4 1.703, O6 1.691
10 H -1.53 -0.51 -0.25  C1 1.084
11 H -1.12 -2.23 0.36  C1 1.145
12 H 1.37 -1.27 -0.22  C2 1.081
13 H 0.22 -1.96 -1.47  C2 1.029
14 H -1.30 -1.05 2.38  C3 1.106
15 H 0.34 -1.53 1.96  C3 1.111
16 H 0.40 0.15 -2.68  C4 1.140
17 H 1.42 3.38 -1.90  O6 0.961

Atomic partial charges in e from the natural (NBO) method, atoms 1 to 6:
1. C -0.43
2. C -0.45
3. C -0.09
4. C -0.46
5. C 0.20
6. O -0.84



The records above yield ΔE to the lowest compared entry with this formula, charge and spin values of 2.4480 0.8032 3.6245 1.5210 5.7493 4.2613 eV, respectively.
The records above yield E_tot values of -9407.3842 -9409.0290 -20241.3037 -20243.4072 -20239.1790 -31074.9632 eV, respectively.
The records above yield max |F| values of 0.0062 0.0319 0.0930 0.0268 0.0481 0.0873 Eh/bohr, respectively.